The following is a DFT calculation (wB97M-V/def2-TZVPD) of a cluster of 14 separate species, C38H78I2N15O15 in total in a non-equilibrium geometry.

Structure (ORCA input):
```
! wB97M-V def2-TZVPD RIJCOSX def2/J DEFGRID3
* xyz 1 1
I -0.170 -1.405 1.273
I -4.302 -4.301 0.615
O -5.469 -0.123 4.550
O 2.692 3.235 -6.588
O 2.111 -5.818 0.204
O 4.291 3.695 10.225
O -5.849 4.179 1.538
O -4.043 1.558 4.430
O -1.164 -4.818 5.101
O -1.711 4.721 -8.453
O 4.260 0.156 -9.597
O 7.065 4.734 -6.559
O 1.027 -9.151 1.755
O 1.375 -0.718 -4.377
O 2.166 1.640 5.604
O -4.963 -0.865 7.350
O 2.330 2.676 -1.411
N -2.476 -5.170 6.890
N 5.863 2.375 9.310
N 7.651 4.922 -4.399
N 1.327 -8.726 -0.430
N -5.898 5.925 2.950
N -3.906 -2.179 3.099
N 0.043 -1.081 -2.606
N 2.677 -3.842 1.105
N -0.621 4.366 -6.523
N 2.327 0.670 -2.423
N -4.501 0.859 8.716
N 4.493 0.217 -11.832
N -3.079 -0.322 0.005
N 2.617 1.340 -7.787
N 0.890 2.035 3.799
C -3.008 3.901 -6.612
C -1.640 2.506 -0.413
C -4.535 0.589 3.903
C 0.704 -9.356 0.598
C -3.831 1.257 1.604
C 2.688 -5.202 1.084
C -3.738 -1.148 2.153
C -0.535 2.847 -0.095
C -1.364 -3.155 0.713
C -3.344 0.949 0.339
C 4.767 0.669 -10.582
C 2.190 2.660 -3.810
C -1.313 -4.122 1.937
C 5.729 3.539 -4.970
C -1.742 4.366 -7.291
C 5.724 1.830 -10.492
C 6.859 4.442 -5.397
C 2.222 3.433 -8.940
C -3.421 -5.495 4.671
C 1.749 2.431 4.782
C 2.288 2.030 -2.447
C -0.873 -1.401 -4.843
C 2.529 2.680 -7.670
C -4.923 -0.406 8.485
C -6.057 4.612 2.663
C -4.033 0.206 2.519
C -6.500 3.730 3.800
C 2.134 3.888 4.775
C 4.639 2.973 9.310
C 0.283 -1.037 -3.948
C -3.253 -1.365 0.848
C -5.331 -1.200 9.696
C 3.761 2.681 8.118
C 3.440 -5.879 2.198
C -0.399 -10.313 0.217
C -2.251 -5.131 5.551
C -2.843 -2.740 0.281
C -3.034 2.010 -0.740
H 5.222 2.668 -10.009
H 4.246 2.015 7.406
H 4.783 3.981 -5.282
H -1.656 -5.141 1.691
H -3.007 1.536 -1.741
H -3.152 -6.356 4.060
H 6.467 2.554 10.095
H -0.147 -11.308 0.582
H -1.906 -3.659 2.746
H 3.857 -0.559 -11.918
H 2.112 2.763 -9.793
H -5.741 2.967 3.956
H 0.356 2.927 0.517
H -0.267 -4.118 2.301
H -4.798 -2.649 2.969
H -3.779 -1.853 4.053
H 1.279 3.255 -3.861
H -1.710 -4.931 7.498
H -0.603 4.080 -5.563
H 2.164 1.916 -4.602
H 3.134 -3.290 1.808
H -3.398 3.034 -7.145
H -5.602 6.533 2.204
H 2.823 0.811 -6.956
H -3.357 -5.422 7.298
H -4.454 1.269 9.631
H -2.835 3.624 -5.571
H -2.795 -2.622 -0.824
H -0.842 -3.589 -0.161
H 1.089 -8.868 -1.394
H 2.397 0.227 -1.521
H -0.592 -2.258 -5.454
H 3.885 -5.161 2.886
H -6.058 6.318 3.859
H -4.309 -5.745 5.254
H 2.494 0.848 -8.653
H -5.380 0.173 5.486
H -4.220 1.411 7.922
H 2.294 0.092 -3.249
H 1.657 4.434 3.961
H 5.709 3.396 -3.888
H -0.839 -1.337 -2.207
H -3.773 2.825 -0.674
H 6.186 1.774 8.576
H 4.233 -6.490 1.770
H -3.653 -4.649 4.026
H 3.214 3.969 4.662
H -1.330 -9.983 0.677
H 0.617 1.066 3.783
H -6.373 -1.500 9.589
H -4.012 2.320 1.826
H 3.527 3.618 7.615
H -1.767 -1.658 -4.272
H 2.066 -8.078 -0.201
H 6.070 2.150 -11.474
H 1.833 4.339 5.720
H -3.742 4.706 -6.642
H 0.238 4.671 -6.954
H 5.850 2.568 -5.448
H 2.841 2.213 8.461
H 8.412 5.526 -4.659
H 0.520 2.653 3.101
H -2.716 -0.522 -0.923
H 1.292 3.988 -8.813
H 6.587 1.533 -9.897
H -7.447 3.258 3.540
H 7.514 4.705 -3.429
H 2.177 -3.375 0.368
H -0.542 -10.363 -0.863
H -1.102 -0.554 -5.489
H 3.052 3.303 -3.968
H 4.890 0.612 -12.664
H -4.704 -2.088 9.767
H 3.035 4.130 -9.145
H 2.751 -6.516 2.754
H 0.801 -0.842 -1.989
H -5.226 -0.625 10.615
H -6.631 4.288 4.727
*
```

The following is a DFT calculation (wB97M-V/def2-TZVPD) of a cluster of 10 separate species, C38H78O10 in total in a non-equilibrium geometry.

## Properties
ΔE to the lowest compared entry with this formula, charge and spin = 36.9 kJ/mol
structure (SMILES) = C1CCOC1.C1CCOC1.C1CCOC1.C1CCOC1.C1CCOC1.C1CCOC1.C1CCOC1.C1CCOC1.C1CCOC1.CCO

Structure (ORCA input):
```
! wB97M-V def2-TZVPD RIJCOSX def2/J DEFGRID3
* xyz 0 1
O -2.093 -5.014 1.105
O -4.136 0.360 2.284
O -0.216 4.094 -0.713
O 3.281 2.446 4.548
O -3.146 0.158 -4.987
O 0.487 -1.213 4.954
O -0.753 -3.533 -3.660
O -0.090 -0.454 0.281
O 2.166 -2.139 1.325
O 5.224 3.590 -2.528
C -1.289 -1.815 3.561
C 0.117 0.873 -0.174
C -4.119 -1.263 -3.323
C 3.933 3.117 -2.230
C -1.299 4.480 0.141
C 2.302 -3.168 0.348
C 0.859 5.017 -0.622
C 0.617 -2.683 -5.397
C 0.752 0.925 -1.551
C -2.526 -3.195 -0.360
C 0.213 6.272 -0.019
C -0.656 -1.343 5.796
C 0.227 -2.741 -2.974
C 0.968 -1.982 -4.094
C 3.030 2.298 2.219
C 3.469 -1.835 1.805
C -4.384 0.699 -4.564
C 3.958 3.438 2.632
C -0.260 -3.856 -4.957
C -2.850 -0.971 -4.154
C 3.408 -4.053 0.913
C 4.356 -3.067 1.622
C -5.442 0.328 0.302
C -3.640 -3.237 0.691
C -3.258 -4.392 1.638
C -3.255 0.614 1.169
C 2.783 1.564 3.569
C -5.191 -0.541 -4.113
C -0.001 -0.978 3.615
C 4.497 3.001 3.992
C -0.765 5.659 0.965
C -4.150 1.103 0.031
C -5.482 0.352 1.843
C 5.366 2.031 -0.786
C -1.665 -2.166 5.003
C 6.217 2.807 -1.783
C 4.020 2.720 -0.776
C -1.487 -4.176 0.145
H 1.395 -3.745 0.160
H 0.787 -1.251 2.916
H -2.112 -1.304 3.058
H -2.512 1.366 1.443
H -0.882 1.273 -0.371
H -2.695 -0.312 1.018
H 1.529 -2.915 -5.950
H -4.340 -2.324 -3.214
H 0.557 -0.973 -4.138
H 5.187 2.157 3.940
H 4.647 -3.474 2.589
H 0.374 -4.747 -4.860
H -6.254 0.933 -0.112
H 4.683 3.652 1.844
H 3.434 1.618 1.476
H -4.581 -3.416 0.170
H 3.004 -4.767 1.629
H 6.763 2.187 -2.491
H -0.740 -3.592 0.703
H -4.863 1.176 -5.419
H -0.204 -2.049 -2.251
H -5.994 -0.557 2.162
H 5.243 1.036 -1.230
H 4.837 3.827 4.604
H 3.105 3.789 -2.465
H 3.876 -0.944 1.306
H -5.477 -1.106 -5.002
H 0.106 -1.996 -6.074
H -1.578 6.332 1.234
H -1.325 -3.191 5.157
H 2.040 -1.951 -3.904
H 1.722 4.694 -0.021
H 3.375 4.359 2.672
H -3.637 -2.251 1.151
H 1.726 1.337 3.708
H 1.765 0.530 -1.669
H -2.000 -0.726 -3.513
H 3.840 -4.633 0.096
H 0.092 0.458 -2.282
H 5.270 -2.842 1.077
H -1.079 -2.742 3.026
H 3.222 2.124 -0.347
H -6.017 1.250 2.160
H -4.032 -0.826 -2.326
H -3.701 0.923 -0.944
H -1.584 3.611 0.735
H 5.767 1.907 0.222
H 0.776 -0.822 0.516
H 0.951 6.873 0.512
H -2.869 -3.308 -1.391
H 3.232 0.563 3.593
H -4.019 -5.164 1.749
H 0.630 1.523 0.540
H 2.480 -2.723 -0.642
H 4.102 3.545 -0.066
H -0.181 0.095 3.469
H -1.002 -4.747 -0.648
H -3.215 -3.895 2.615
H 3.676 2.266 -2.884
H -0.242 5.317 1.858
H -6.083 -0.211 -3.580
H -1.117 -4.096 -5.581
H 0.814 1.995 -1.776
H -4.312 1.392 -3.719
H 0.807 -3.497 -2.429
H 3.373 -1.508 2.842
H 2.082 2.659 1.818
H -2.156 4.823 -0.444
H -5.518 -0.648 -0.176
H -0.274 6.822 -0.823
H 6.830 3.606 -1.369
H -1.025 -0.369 6.132
H -2.025 -2.225 -0.454
H -2.657 -1.972 5.400
H 1.348 5.248 -1.573
H -0.272 -1.902 6.651
H -2.641 -1.835 -4.784
H -4.331 2.157 0.243
*
```

| no. | Kohn-Sham gap (eV) | HOMO (eV) |
| --- | --- | --- |
| 1 | 6.321 | -10.573 |
| 2 | 9.755 | -9.258 |